# 1
Entry from the OMol25 dataset: a 4-piece molecular cluster, C22H24N4O7P overall in a non-equilibrium geometry (ωB97M-V/def2-TZVPD).

Structure (XYZ):
```
58
C22H24N4O7P, DFT ωB97M-V/def2-TZVPD
O -2.8767 0.5006 -1.9413
P -1.6814 1.3396 -2.1554
C -1.3389 2.3682 -0.6851
C -1.8861 1.6476 0.5674
C -0.8304 0.6102 0.7443
N 0.2625 0.9670 0.1901
C 0.1597 2.3584 -0.3402
H -1.7499 2.1871 -3.2680
H -0.5342 0.5515 -2.3679
H -1.7183 3.3783 -0.7964
H -1.9618 2.2966 1.4381
H -2.8086 1.1197 0.3223
H -0.9247 -0.3486 1.2335
H 1.1063 0.4128 0.1152
H 0.2731 2.9874 0.5476
H 0.9195 2.6764 -1.0416
C -1.8847 -3.6819 -0.6675
C -0.9311 -2.8090 -1.1777
C 0.3895 -3.2105 -1.2911
C 0.7300 -4.4970 -0.9184
C -0.2022 -5.3869 -0.4251
C -1.5169 -4.9655 -0.2884
N 2.1254 -4.9437 -1.1069
O 2.9419 -4.1060 -1.4495
O 2.3705 -6.1086 -0.9214
H -2.9169 -3.3684 -0.5883
H -1.2176 -1.8179 -1.5074
H 1.1363 -2.5483 -1.6986
H 0.0908 -6.3895 -0.1512
H -2.2590 -5.6500 0.0969
C 2.9815 -1.3913 -3.3405
C 2.6515 -0.3132 -2.5303
C 2.2920 0.8998 -3.0858
C 2.2613 1.0130 -4.4605
C 2.6021 -0.0365 -5.2915
C 2.9674 -1.2489 -4.7208
N 1.8355 2.2989 -5.0416
O 1.5335 3.1858 -4.2627
O 1.7915 2.3864 -6.2432
H 3.2561 -2.3295 -2.8789
H 2.6856 -0.4255 -1.4522
H 2.0432 1.7505 -2.4700
H 2.5750 0.0871 -6.3637
H 3.2287 -2.0835 -5.3551
C -2.2525 1.5373 6.9928
C -1.2182 0.7798 6.4580
C -0.5081 1.2479 5.3664
C -0.8541 2.4766 4.8314
C -1.8804 3.2480 5.3470
C -2.5838 2.7662 6.4373
N -0.0983 2.9886 3.6834
O 0.7819 2.2857 3.2100
O -0.3918 4.0781 3.2409
H -2.7997 1.1701 7.8500
H -0.9597 -0.1735 6.8964
H 0.3042 0.6737 4.9476
H -2.1230 4.2050 4.9106
H -3.3874 3.3537 6.8573
```

Orbital gap   0.304 Ha
F_max   1.3 eV/Å
Calculated total energy   -1939.2681 hartree
Net charge   +1
HOMO energy   -12.7 eV
ΔE to the lowest compared entry with this formula, charge and spin   0.0 kcal/mol

# 2
Entry from the OMol25 dataset: C22H24NO4ReS as an isolated structure in a non-equilibrium geometry (ωB97M-V/def2-TZVPD).

Structure (XYZ):
```
53
C22H24NO4ReS, DFT ωB97M-V/def2-TZVPD
Re -0.1563 0.2544 0.3927
C 1.9443 0.2880 1.5380
C 2.3109 -0.6040 0.4846
C 2.0727 0.0338 -0.7530
H 2.7425 -1.5898 0.6175
C 1.4697 1.3261 -0.5021
C 1.4518 1.5121 0.9495
H 1.2889 2.4379 1.4843
H 2.1035 0.1435 2.5991
H 2.4233 -0.3119 -1.7160
H 1.3190 2.1046 -1.2395
C -2.2991 0.2472 0.9776
C -1.5777 1.4000 1.4511
C -1.1052 2.1244 0.2989
H -1.5070 1.7151 2.4858
C -1.4366 1.3656 -0.8704
C -2.1857 0.2008 -0.4428
H -2.6475 -0.5475 -1.0733
H -2.8602 -0.4430 1.5938
H -0.6630 3.1140 0.3213
H -1.3084 1.6956 -1.8919
O -0.1148 -1.0300 -1.8589
C -0.2232 -0.6944 -3.3543
C 0.4531 -2.0415 -3.6956
C 0.5532 0.5469 -3.7144
C -1.6833 -0.6308 -3.7488
C 0.4054 -2.3544 -2.2134
H 1.4727 -1.9108 -4.0752
H -0.1718 -2.6968 -4.3068
H -0.3244 -3.1203 -1.9351
H 1.3733 -2.5332 -1.7397
H 0.4803 0.7269 -4.7950
H 1.6121 0.4311 -3.4596
H 0.1453 1.4305 -3.2053
H -1.7880 -0.7324 -4.8371
H -2.1170 0.3349 -3.4628
H -2.2390 -1.4448 -3.2635
O -1.5541 0.4177 5.0382
S -0.4408 -0.4852 4.8614
O 0.6706 -0.4236 5.7705
N 0.0534 -0.4972 3.2825
C -0.3104 -1.5551 2.5759
O -0.2513 -1.5991 1.2750
C -0.8741 -2.6244 3.4149
C -1.3250 -3.9077 3.0900
C -1.8794 -4.6889 4.1065
C -2.0104 -4.1954 5.4181
C -1.5788 -2.9006 5.7297
C -1.0172 -2.1434 4.7124
H -1.2215 -4.2528 2.0623
H -2.2237 -5.6999 3.8901
H -2.4499 -4.8139 6.2008
H -1.6578 -2.4699 6.7250
```

Orbital gap (alpha / beta)   0.102 / 0.226 Ha
F_max   4.3 eV/Å
Calculated total energy   -1684.7373 hartree
Net charge   -1
Multiplicity   4
HOMO energy (alpha / beta)   -0.6 / -4.0 eV
ΔE to the lowest compared entry with this formula, charge and spin   0.0 kcal/mol

# 3
Entry from the OMol25 dataset: a 2-piece molecular cluster, C22H24NO5P overall in a non-equilibrium geometry (ωB97M-V/def2-TZVPD).

Structure (XYZ):
```
53
C22H24NO5P, DFT ωB97M-V/def2-TZVPD
C -0.0036 -3.8633 3.5825
C 0.7038 -2.6048 3.1322
O -0.1684 -1.4741 3.3699
P 0.1024 0.0008 2.7964
C 1.2559 0.8109 3.8573
C 2.5809 1.0070 3.5929
N 3.7433 1.1959 3.4590
O 0.4121 0.0650 1.3504
O -1.2291 0.7436 3.2848
C -2.4964 0.0838 3.5196
C -3.5511 1.1537 3.6844
H 0.6845 -4.7075 3.5342
H -0.3646 -3.7684 4.6105
H -0.8561 -4.0832 2.9338
H 1.6313 -2.4519 3.6980
H 0.9420 -2.6453 2.0616
H 0.9037 1.0451 4.8638
H -2.7202 -0.5605 2.6568
H -2.4261 -0.5316 4.4279
H -4.5087 0.6945 3.9351
H -3.2882 1.8555 4.4817
H -3.6758 1.7150 2.7531
C 7.1120 -0.7130 -5.4906
O 5.7238 -0.7018 -5.0865
C 5.3557 0.0375 -4.0060
C 3.9811 0.0083 -3.6532
C 3.5262 0.7130 -2.5617
C 4.4123 1.4798 -1.7564
C 3.9642 2.1890 -0.5849
O 4.9461 2.9254 0.0094
C 4.6764 3.6599 1.1462
C 3.3724 3.7113 1.6778
C 3.1602 4.5862 2.7754
C 4.2145 5.2981 3.3221
C 5.5075 5.1877 2.7775
C 5.7451 4.3773 1.6748
C 2.4126 2.8470 1.1189
C 2.6869 2.1556 -0.0531
C 5.7709 1.5267 -2.1383
C 6.2474 0.8184 -3.2256
H 7.1189 -1.3679 -6.3640
H 7.4549 0.2924 -5.7710
H 7.7539 -1.1294 -4.7023
H 3.3098 -0.5911 -4.2641
H 2.4695 0.6906 -2.2924
H 2.1458 4.6718 3.1727
H 4.0459 5.9579 4.1760
H 6.3373 5.7399 3.2230
H 6.7254 4.2923 1.2088
H 1.4374 2.7501 1.5869
H 1.9257 1.5288 -0.5116
H 6.4813 2.1193 -1.5668
H 7.3111 0.8561 -3.4790
```

Orbital gap   0.150 Ha
F_max   2.8 eV/Å
Calculated total energy   -1625.0259 hartree
Net charge   0
HOMO energy   -5.9 eV
ΔE to the lowest compared entry with this formula, charge and spin   70.7 kcal/mol